C29H27N3O4 | ωB97M-V with the def2-TZVPD basis set

Values from the calculation:
gap between HOMO and LUMO	5.75	eV
calculated total energy	-1586.363796	hartree
E_HOMO	-7.01	eV
energy relative to the best compared isomer or geometry (same formula, charge and spin)	111.5	kcal per mole
max |F|	0.042	Eh/bohr
charge	0

The geometry in XYZ format:
```
63
Properties=species:S:1:pos:R:3:forces:R:3
C 2.48789 -3.65550 2.01996 0.112 0.084 0.272
C 1.64132 -3.76796 0.79029 -0.113 0.087 0.113
O 1.27630 -2.43135 0.35623 0.226 -0.885 -0.255
C 0.43182 -2.51052 -0.70529 -0.498 -0.592 -0.210
C 0.11061 -1.20757 -1.28322 0.897 -0.380 0.668
C -0.36567 -1.20321 -2.63455 -0.463 0.191 -1.628
C -1.00772 -2.33250 -3.26578 0.389 0.651 0.232
C -1.46440 -2.28544 -4.56468 -0.144 0.670 -0.644
C -1.26912 -1.12679 -5.34955 0.525 0.216 1.958
N -1.93645 -1.00145 -6.60488 -0.812 0.146 -2.002
O -1.79531 0.05680 -7.25772 -0.207 -1.672 1.046
O -2.64903 -1.95304 -6.98804 1.112 1.536 0.517
C -0.53767 -0.03896 -4.80283 -0.807 -0.530 -0.556
C -0.11649 -0.06422 -3.48665 -0.279 -0.979 0.562
O 0.02039 -3.61350 -1.07430 0.279 1.152 0.409
H 2.81671 -4.65035 2.31071 0.096 -0.105 0.037
H 3.37128 -3.03833 1.85315 0.020 0.028 -0.008
H 1.91544 -3.24783 2.85193 0.004 0.138 0.045
H 2.17122 -4.28917 -0.02020 -0.221 0.224 0.164
H 0.71788 -4.31525 1.00259 0.245 -0.017 -0.080
H 0.83214 -0.43689 -1.04262 0.126 -0.123 -0.184
H -1.06261 -3.27181 -2.73720 -0.254 0.262 0.115
H -2.01511 -3.12103 -5.00060 0.292 0.238 0.177
H -0.36442 0.82215 -5.43714 0.036 -0.040 0.097
H 0.47918 0.75692 -3.09869 -0.153 -0.003 0.005
C -3.33405 3.06679 -2.31769 -0.208 -0.227 -0.213
N -2.35431 2.58128 -1.36155 0.023 -0.408 -0.048
C -2.27370 1.29561 -0.92916 0.753 0.373 0.890
C -1.21638 1.17025 0.00331 -0.581 0.218 -0.785
C -0.80961 -0.04518 0.61284 -0.659 -0.277 -0.981
C 0.17971 -0.08659 1.64634 1.845 0.136 0.496
C 1.53284 0.29579 1.51410 -1.629 -0.175 0.542
N 2.19476 0.06757 2.68116 -0.312 -0.140 -0.159
C 3.60529 0.31680 2.87078 0.319 0.103 -0.321
C 1.31328 -0.45343 3.62550 0.034 0.006 -0.522
C 0.03118 -0.56821 3.02005 0.866 0.312 -0.327
C -1.03329 -0.95833 3.82467 -0.267 -0.360 0.696
C -0.79449 -1.26301 5.18153 -0.474 0.000 -0.602
C 0.48995 -1.21308 5.73509 0.679 0.261 -0.690
C 1.58084 -0.81948 4.93679 -0.678 -0.174 0.524
C -0.62768 2.49878 0.12873 -1.119 0.199 -0.568
C -1.34692 3.33692 -0.77188 0.255 -0.289 -0.016
C -1.01620 4.66683 -1.00848 0.483 0.319 0.412
C 0.01577 5.22405 -0.22845 -0.552 -0.317 -0.459
C 0.64394 4.45283 0.75958 -0.121 -0.460 0.110
C 0.29904 3.10182 0.95925 0.935 0.947 0.304
H -3.09229 4.09326 -2.59578 -0.082 -0.211 0.023
H -3.32338 2.43578 -3.21912 0.066 0.248 0.245
H -4.34787 3.03710 -1.89280 0.320 0.078 -0.043
H -3.00972 0.54957 -1.22397 0.354 0.195 -0.099
H -1.49090 -0.87957 0.53333 -0.352 0.096 0.433
H 2.03008 0.77952 0.67133 -0.137 -0.433 0.276
H 3.90564 0.02473 3.87841 -0.043 0.095 -0.223
H 4.18593 -0.25975 2.13664 -0.095 0.081 0.288
H 3.82658 1.38184 2.71219 -0.029 -0.259 0.180
H -2.03769 -1.02249 3.39593 0.290 -0.012 0.288
H -1.62948 -1.56409 5.82459 0.308 0.143 -0.353
H 0.64743 -1.46758 6.78169 -0.036 0.013 -0.267
H 2.59791 -0.79904 5.31540 -0.212 0.058 0.145
H -1.53237 5.23190 -1.78671 0.211 0.003 0.380
H 0.31175 6.26550 -0.38268 -0.107 -0.412 0.033
H 1.42925 4.91344 1.37168 -0.438 -0.256 -0.179
H 0.76099 2.53866 1.76644 -0.021 0.232 -0.262
```
Positions in Å, forces in eV/Å.



C5H9NO7S2 | ωB97M-V with the def2-TZVPD basis set

Values from the calculation:
gap between HOMO and LUMO	6.23	eV
calculated total energy	-1573.654105	hartree
E_HOMO	-0.40	eV
energy relative to the best compared isomer or geometry (same formula, charge and spin)	47.0	kcal per mole
max |F|	0.114	Eh/bohr
charge	-2

The geometry in XYZ format:
```
24
Properties=species:S:1:pos:R:3:forces:R:3
C 1.20174 0.08329 -1.66423 -1.421 -0.465 -0.155
C -1.24271 -1.29781 -0.45177 2.266 1.638 -1.814
C -1.03967 0.21082 1.40457 -2.118 -0.021 0.819
C -1.34130 1.13516 -0.78322 -0.390 1.311 -1.350
C 0.72247 0.09432 -0.16898 1.964 -0.523 -1.859
N -0.74778 0.06304 -0.02438 0.847 -2.615 1.328
O 2.33181 0.50213 -1.82239 0.823 0.375 -0.881
O 1.45109 1.07432 2.06213 0.343 1.146 -0.031
O 2.94583 -0.58931 0.69984 3.169 0.610 0.800
O 0.35804 -0.38442 -2.48185 0.492 0.368 -0.624
O 0.64317 2.58527 0.32016 -0.071 1.553 0.029
O 1.79007 -2.39549 -0.41647 -0.102 1.302 0.148
O 0.97534 -1.74303 1.70149 0.577 0.490 0.264
S 1.62613 1.49003 0.61645 -0.309 0.721 1.958
S 1.72547 -1.24833 0.52976 -3.124 -4.906 -0.576
H -0.88624 -1.46240 -1.46327 -0.117 0.290 -0.212
H -0.65919 -1.93664 0.10859 0.195 -1.949 1.745
H -2.26411 -1.25922 -0.44202 -2.708 -0.340 0.677
H -0.68011 1.17327 1.62593 -0.332 1.589 0.487
H -2.17755 0.13967 1.34988 1.264 0.012 1.135
H -0.43578 -0.37540 2.14315 -0.929 -0.378 -1.320
H -0.70259 2.01073 -0.49575 -0.609 -0.349 -0.804
H -1.19140 0.73141 -1.80096 -0.359 1.051 0.081
H -2.40271 1.39858 -0.54664 0.650 -0.913 0.153
```
Positions in Å, forces in eV/Å.



C2H3Br3S | ωB97M-V with the def2-TZVPD basis set

Values from the calculation:
gap between HOMO and LUMO (alpha / beta)	8.48 / 6.15	eV
calculated total energy	-8198.072096	hartree
E_HOMO (alpha / beta)	-8.78 / -7.67	eV
energy relative to the best compared isomer or geometry (same formula, charge and spin)	87.4	kcal per mole
max |F|	0.066	Eh/bohr
charge	0

The geometry in XYZ format:
```
9
Properties=species:S:1:pos:R:3:forces:R:3
C -1.43973 -0.10874 0.62318 0.077 1.441 -0.618
C 1.47048 -0.20923 -0.06302 1.149 -0.474 0.530
S -1.55037 1.25171 -0.33541 -1.661 -0.488 -1.747
Br 2.06521 -1.82826 -0.93847 -0.449 0.282 0.347
Br 2.53389 0.12933 1.54891 -0.693 -0.116 -0.656
Br 1.43374 1.22429 -1.24187 0.249 0.282 -0.153
H -1.02766 -0.98945 0.34889 0.903 -2.739 -1.744
H -1.52867 -0.10261 1.64796 -0.362 0.948 2.196
H -1.95689 0.63296 -1.59016 0.787 0.864 1.844
```
Positions in Å, forces in eV/Å.



C52H66N12O5RbTe | ωB97M-V with the def2-TZVPD basis set

Values from the calculation:
gap between HOMO and LUMO	5.25	eV
expectation value of S²	0.764
calculated total energy	-3346.437664	hartree
E_HOMO	-2.02	eV
multiplicity	2
energy relative to the best compared isomer or geometry (same formula, charge and spin)	0.0	kcal per mole
max |F|	0.024	Eh/bohr
charge	-2

The geometry in XYZ format:
```
137
Properties=species:S:1:pos:R:3:forces:R:3
Rb -1.87862 0.16816 -0.83166 -0.258 -0.564 -0.486
O 2.78659 4.18042 -6.50379 -0.039 -0.031 -0.026
C 2.45811 2.99688 -6.71551 0.045 -0.077 0.127
O 2.67706 2.26576 -7.70379 -0.021 0.062 0.024
C 1.65952 2.31712 -5.56560 0.068 0.073 -0.194
C 1.28073 0.98780 -5.66810 -0.054 -0.068 0.085
C 0.57833 0.39452 -4.62160 0.152 0.314 -0.047
N 0.22384 1.07409 -3.53392 -0.183 -0.061 0.091
C 0.54154 2.36045 -3.44504 0.204 -0.051 -0.289
C 1.28814 3.01216 -4.42814 -0.075 -0.013 0.108
C 0.01241 3.07450 -2.25125 -0.049 0.158 0.118
C -0.18890 4.45473 -2.25198 0.006 -0.011 0.017
C -0.76663 5.04708 -1.14130 0.008 -0.039 0.030
C -1.12991 4.25640 -0.06326 0.041 0.070 -0.056
C -0.87193 2.89615 -0.14425 0.016 0.389 0.211
N -0.31123 2.32433 -1.19877 0.329 0.374 -0.138
C 0.16188 -1.03525 -4.65477 -0.090 -0.272 0.013
C 0.35367 -1.84131 -5.78206 0.003 0.034 0.001
C -0.06021 -3.16013 -5.74556 -0.003 -0.002 0.035
C -0.66134 -3.65230 -4.59628 0.028 0.018 -0.014
C -0.81970 -2.78313 -3.52653 0.028 -0.106 -0.094
N -0.41614 -1.51877 -3.55432 -0.063 0.023 0.067
H 1.56239 0.46735 -6.57235 0.019 -0.007 0.006
H 1.60176 4.04324 -4.33486 -0.031 0.007 -0.037
H 0.06768 5.04884 -3.11774 0.008 -0.035 -0.025
H -0.94250 6.11637 -1.12432 -0.016 -0.003 -0.024
H -1.59919 4.67695 0.81613 -0.002 -0.034 0.010
H -1.10433 2.23589 0.68636 -0.068 0.104 0.059
H 0.81313 -1.44159 -6.67425 0.005 0.017 0.014
H 0.08177 -3.79929 -6.60938 0.005 0.016 -0.012
H -0.99863 -4.67897 -4.53118 -0.028 0.014 0.020
H -1.30077 -3.09485 -2.60512 0.015 -0.012 -0.008
C -6.59289 2.48427 0.95902 0.216 -0.093 0.125
C -5.48457 1.76857 0.22785 -0.113 0.067 0.188
N -4.68437 0.94985 0.79211 0.479 -0.483 -0.098
O -4.80845 0.82311 2.19068 -0.177 0.175 0.131
C -5.26038 2.02819 -1.19287 -0.233 0.180 -0.346
C -6.31967 2.61568 -2.09155 0.271 -0.141 0.126
N -4.06637 1.73246 -1.63613 0.157 0.290 0.024
O -3.76492 1.92196 -2.87379 -0.272 0.001 -0.099
H -6.47086 2.35369 2.03279 -0.047 -0.004 -0.047
H -7.56161 2.07824 0.66064 -0.041 0.065 -0.024
H -6.57289 3.54871 0.72441 -0.068 0.011 -0.057
H -3.92480 0.49187 2.40128 0.110 -0.042 0.049
H -6.95164 3.34637 -1.58352 -0.042 -0.020 0.035
H -6.96512 1.83417 -2.51120 -0.069 0.067 -0.059
H -5.79925 3.09710 -2.92118 -0.054 -0.016 -0.042
C -0.55754 -5.42278 1.82299 -0.073 0.029 -0.057
N 0.29948 -4.78830 0.84701 0.156 -0.004 -0.047
C 1.71284 -4.77689 1.20712 0.021 -0.010 0.031
C 2.29726 -3.75620 0.24442 -0.087 -0.029 -0.027
N 1.16789 -2.88497 0.04632 0.247 0.050 0.136
C 1.29045 -1.74489 -0.82716 0.013 0.078 0.016
C -0.02019 -3.54222 0.26470 -0.151 -0.137 -0.018
N -1.12987 -3.03554 -0.07787 -0.009 0.327 0.009
C -2.43544 -3.58634 0.16800 -0.057 -0.005 0.070
C -3.50483 -2.54816 -0.18165 -0.140 -0.286 -0.051
N -3.56952 -2.26894 -1.59125 0.273 0.015 -0.044
C -4.53511 -2.54598 -2.36053 -0.040 -0.043 0.009
N -4.54156 -2.14341 -3.68709 -0.069 -0.057 -0.100
C -3.77125 -0.98250 -4.09736 0.010 0.091 0.035
C -5.86747 -2.28698 -4.24053 0.017 -0.018 0.069
C -6.45539 -3.39478 -3.37811 -0.033 -0.024 -0.011
N -5.72885 -3.25089 -2.12812 -0.050 0.063 -0.012
C -5.79905 -4.35994 -1.19868 0.026 0.086 0.031
H -0.11234 -6.38359 2.08675 -0.007 -0.007 0.016
H -1.54367 -5.61151 1.40829 0.039 -0.025 0.048
H -0.66383 -4.82895 2.74127 -0.001 0.007 -0.005
H 2.14487 -5.77322 1.09539 0.019 0.011 0.018
H 1.85230 -4.44860 2.24793 -0.031 0.015 -0.008
H 2.61291 -4.23001 -0.69814 0.002 0.017 0.003
H 3.14770 -3.21051 0.65784 0.010 -0.031 0.022
H 1.98281 -1.02795 -0.38680 0.012 0.034 -0.089
H 0.32140 -1.27100 -0.93618 0.201 -0.119 -0.058
H 1.65670 -2.03163 -1.81822 -0.060 -0.017 -0.019
H -2.59063 -3.84926 1.22336 0.003 0.015 -0.044
H -2.60189 -4.49324 -0.43559 -0.035 -0.014 0.050
H -3.21225 -1.61897 0.31085 -0.287 -0.214 0.345
H -4.45619 -2.87364 0.25125 0.015 0.168 0.068
H -2.84732 -0.94898 -3.52819 -0.017 -0.035 -0.118
H -4.29966 -0.04190 -3.90954 -0.008 -0.021 0.008
H -3.53739 -1.06746 -5.16099 0.048 -0.006 0.019
H -5.81770 -2.55613 -5.29756 -0.074 0.016 -0.006
H -6.44658 -1.35746 -4.14499 0.032 0.020 0.023
H -6.27841 -4.38176 -3.83162 0.045 0.007 0.032
H -7.52967 -3.28149 -3.21551 -0.004 -0.007 -0.061
H -6.53286 -5.07932 -1.56501 0.008 -0.015 -0.035
H -6.12177 -4.03491 -0.20828 0.017 -0.071 0.003
H -4.83622 -4.87063 -1.10352 -0.007 0.005 0.007
C -0.07720 -0.92794 3.37457 -0.094 0.146 -0.254
C -0.41479 0.08463 2.25997 -0.023 -0.510 0.604
O -1.63455 0.23700 1.98625 -0.018 0.179 -0.017
N 0.56631 0.73933 1.69455 -0.613 0.139 -0.239
Te 2.67361 0.58103 1.84387 1.180 0.036 0.291
C 2.60057 2.32505 3.07175 -0.063 0.053 0.029
C 2.68292 2.23953 4.46403 0.045 -0.173 -0.028
C 2.91127 0.93581 5.18608 -0.019 0.142 -0.023
C 2.56779 3.40096 5.22794 -0.004 0.058 -0.020
C 2.38136 4.64106 4.64325 0.028 0.026 0.051
C 2.25540 5.89151 5.47462 -0.007 -0.065 -0.072
C 2.31091 4.71056 3.25685 0.019 -0.021 0.047
C 2.41636 3.57752 2.46112 -0.021 -0.036 -0.069
C 2.34709 3.73061 0.96597 -0.014 0.000 0.078
C 4.84479 0.21706 2.72665 -0.307 -0.178 -0.036
C 5.15421 -0.97381 3.39514 -0.158 -0.030 -0.070
C 4.12540 -2.06059 3.63352 0.128 0.113 -0.019
C 6.44154 -1.20291 3.88700 0.056 0.061 0.009
C 7.45275 -0.27137 3.72876 0.031 -0.053 0.038
C 8.84339 -0.52268 4.25440 -0.080 0.024 -0.047
C 7.15465 0.90262 3.04616 0.011 -0.046 0.045
C 5.88179 1.14769 2.54509 -0.075 0.147 -0.122
C 5.63652 2.42898 1.78925 0.063 -0.032 0.080
H -0.94321 -1.56684 3.54400 -0.018 0.004 -0.029
H 0.13698 -0.37090 4.28890 0.064 -0.047 0.031
H 0.79353 -1.52626 3.10576 0.005 -0.015 0.071
H 2.49949 0.10624 4.61446 -0.016 -0.081 0.079
H 2.44800 0.95817 6.17428 -0.020 0.001 -0.007
H 3.98097 0.74897 5.31128 -0.026 -0.020 -0.017
H 2.61705 3.32295 6.31019 0.011 0.000 0.001
H 2.36099 5.67026 6.53684 -0.004 0.013 0.007
H 1.28288 6.36248 5.31653 0.009 0.026 0.032
H 3.02268 6.61708 5.19668 -0.011 0.029 0.031
H 2.16431 5.67623 2.78243 -0.004 -0.016 -0.031
H 2.04440 4.74040 0.68873 -0.028 -0.004 0.016
H 1.63419 3.02590 0.54695 -0.030 0.007 -0.123
H 3.31921 3.52975 0.51169 -0.013 -0.025 -0.022
H 3.22360 -1.87075 3.05584 -0.073 -0.091 0.035
H 3.84930 -2.10625 4.69108 -0.039 -0.005 -0.016
H 4.52226 -3.04018 3.35471 0.000 0.003 0.004
H 6.65544 -2.13393 4.40761 -0.017 -0.008 -0.015
H 8.89187 -1.47054 4.79153 0.020 0.005 0.009
H 9.15441 0.27340 4.93453 0.028 -0.018 0.007
H 9.56651 -0.55857 3.43616 0.030 -0.005 0.027
H 7.94099 1.63883 2.89741 -0.029 0.019 -0.034
H 6.57463 2.90809 1.50363 0.008 -0.017 0.010
H 5.06297 3.13311 2.39668 0.001 0.000 -0.057
H 5.06157 2.22470 0.88591 -0.006 0.058 -0.014
```
Positions in Å, forces in eV/Å.



The highest energy relative to the best compared isomer or geometry (same formula, charge and spin) belongs to which entry?
C29H27N3O4



Which of these has the highest calculated total energy?
C5H9NO7S2